Record 1
This record from the Open Molecules 2025 dataset describes 40 unconnected molecules or ions with the total composition H80O40 at a distorted geometry. The level of theory is ωB97M-V/def2-TZVPD.

Positions of all 120 atoms, in Å:
H 6.178 -0.882 2.355
H 5.151 0.027 3.155
O 5.330 -0.805 2.774
H 1.168 -0.776 -0.328
H 0.672 -1.758 -1.418
O 1.019 -0.864 -1.248
H -1.813 -1.658 0.222
H -0.556 -2.609 0.335
O -1.297 -2.312 -0.167
H 0.101 -3.093 -2.045
H 1.101 -4.106 -2.448
O 1.064 -3.247 -1.981
H 3.200 -0.865 -4.376
H 2.195 -0.937 -3.043
O 2.523 -0.433 -3.838
H -4.436 -4.482 -1.040
O -3.602 -4.417 -1.546
H 1.137 -0.860 4.412
O 1.107 -1.765 4.095
H -5.319 1.776 1.062
H -5.331 0.370 0.349
O -5.713 1.267 0.358
H 0.117 -0.366 2.418
H 0.685 1.268 2.460
O 0.562 0.355 2.752
H 4.031 3.250 3.983
H 4.898 2.106 3.354
O 4.868 3.047 3.539
H 1.454 -3.918 4.811
H 0.193 -4.578 4.117
O 0.510 -4.067 4.879
H 5.165 -3.526 -2.018
O 4.283 -3.757 -2.332
H 2.157 -5.185 -4.070
H 0.608 -5.470 -4.282
O 1.267 -4.873 -3.919
H -0.988 4.914 -0.755
H -2.051 5.299 -1.866
O -1.105 5.161 -1.693
H -2.427 -0.449 2.807
H -1.531 0.114 1.642
O -2.026 -0.607 1.954
H -4.503 -2.176 -1.669
H -5.255 -0.683 -1.952
O -4.918 -1.535 -2.241
H 0.151 3.399 0.983
H 1.178 2.703 1.904
O 0.265 2.725 1.648
H -3.243 5.764 0.457
H -4.071 4.792 -0.507
O -3.323 4.864 0.117
H -1.139 -1.638 -5.265
O -1.597 -1.683 -6.124
H -2.390 1.126 -0.168
H -1.340 2.272 -0.034
O -1.836 1.596 0.444
H -3.138 -1.468 -3.495
O -2.186 -1.310 -3.280
H -0.519 0.121 6.472
H -0.805 -1.310 6.332
O -0.807 -0.460 5.806
H 2.177 5.880 -2.620
H 2.351 4.476 -2.088
O 2.526 5.382 -1.862
H 3.198 0.448 -0.623
H 3.383 1.493 0.342
O 3.700 0.560 0.205
H 1.497 -2.323 2.230
H 1.711 -3.022 0.811
O 1.205 -3.057 1.611
H 3.517 -2.313 2.404
H 3.943 -1.251 1.257
O 3.511 -2.053 1.484
H -2.195 3.720 -3.001
H -2.236 2.159 -3.013
O -2.748 2.943 -3.210
H -2.281 -3.461 -3.851
H -2.412 -4.562 -2.873
O -2.081 -4.402 -3.760
H 0.276 1.140 -5.424
H -1.193 0.623 -5.505
O -0.330 0.492 -5.125
H 1.667 1.523 4.624
H 2.117 2.780 5.423
O 2.437 2.042 4.898
H 2.727 5.542 1.875
H 1.845 6.280 1.121
O 1.775 5.513 1.698
H 5.163 1.054 -1.950
O 4.647 0.654 -2.601
H -2.528 0.646 4.748
H -3.911 1.134 4.750
O -3.377 0.514 4.257
H -1.183 -0.964 -6.577
H -3.622 -5.084 -2.247
H -2.345 -1.063 -2.353
H 0.323 -2.278 4.248
H 3.519 -3.464 -1.788
H 3.815 0.351 -3.010
O 0.522 4.785 4.523
H 1.437 4.904 4.217
H 0.330 3.886 4.155
O -4.479 -2.688 2.104
H -3.482 -2.570 2.224
H -4.574 -3.641 2.051
O 1.353 2.029 -0.748
H 1.077 1.398 -1.429
H 2.016 2.639 -1.054
O -4.795 3.318 2.068
H -4.615 2.575 2.669
H -4.140 3.328 1.384
O 2.040 2.434 -3.570
H 1.247 2.091 -4.008
H 2.805 1.822 -3.558
O 1.174 -2.204 -5.667
H 1.050 -2.576 -4.830
H 0.777 -1.324 -5.635
O -1.887 -4.100 2.773
H -1.402 -4.360 2.012
H -2.117 -3.185 2.967

Summary:
- electronic energy (Ha) = -3057.3951
- lowest unoccupied orbital energy (eV) = -0.415
- HOMO level (eV) = -10.29
- spin multiplicity = 1
- energy above the lowest of the compared OMol25 structures with the same formula, charge and spin (eV) = 9.856



Record 2
This record from the Open Molecules 2025 dataset describes 2 unconnected molecules or ions with the total composition C4H8N2O. The level of theory is ωB97M-V/def2-TZVPD.

Positions of all 15 atoms, in Å:
C -1.986 1.190 0.258
N -0.557 0.918 0.299
C -0.185 -0.282 -0.346
C -0.014 -1.487 0.291
N 0.637 -2.394 0.726
H -2.313 1.208 -0.789
H -2.582 0.431 0.789
H -2.170 2.176 0.693
H -0.202 0.953 1.249
H -0.537 -0.369 -1.370
H 1.688 -1.968 0.559
C 1.931 -0.110 -0.575
O 2.569 -1.084 -0.096
H 1.893 0.838 -0.030
H 1.829 -0.022 -1.659

Summary:
- electronic energy (Ha) = -341.8524
- lowest unoccupied orbital energy (eV) = 0.768
- HOMO level (eV) = -9.06
- spin multiplicity = 1
- energy above the lowest of the compared OMol25 structures with the same formula, charge and spin (eV) = 4.115



Record 3
This record from the Open Molecules 2025 dataset describes 2 unconnected molecules or ions with the total composition C10H19N2O at a distorted geometry. The level of theory is ωB97M-V/def2-TZVPD.

Positions of all 32 atoms, in Å:
C -1.613 3.036 -0.871
C -0.944 2.045 -0.815
C 3.399 -1.846 -0.185
C -3.285 -1.796 0.212
C 2.478 -0.935 -0.485
C -1.945 -1.397 -0.401
C 0.979 -1.155 -0.476
C -1.238 -0.336 0.508
C 0.985 0.605 1.426
C 0.223 0.044 0.053
N 1.843 2.576 -0.852
N 0.078 1.180 -0.874
O 0.158 1.594 1.955
H -2.289 3.912 -1.000
H 2.980 -2.768 0.353
H 1.482 3.451 -0.350
H 4.463 -1.532 -0.031
H -3.058 -1.740 1.297
H -4.153 -1.216 -0.052
H -3.433 -2.829 0.108
H 0.589 0.870 -1.678
H 2.747 0.007 -0.770
H -2.245 -1.037 -1.293
H -1.155 -2.060 -0.455
H 0.579 -1.371 -1.474
H 0.711 -1.975 0.172
H -1.181 -0.614 1.525
H -1.894 0.511 0.404
H 1.218 -0.245 2.042
H 1.917 0.970 1.005
H 1.644 2.703 -1.838
H -0.039 1.347 2.838

Summary:
- electronic energy (Ha) = -576.6377
- lowest unoccupied orbital energy (spin up / spin down) (eV) = -6.920 / -4.898
- HOMO level (spin up / spin down) (eV) = -13.12 / -13.13
- spin multiplicity = 1
- energy above the lowest of the compared OMol25 structures with the same formula, charge and spin (eV) = 8.219
- charge = +1



Record 4
This record from the Open Molecules 2025 dataset describes a molecular structure, C6H10 at a distorted geometry. The level of theory is ωB97M-V/def2-TZVPD.

Positions of all 16 atoms, in Å:
C -0.795 -0.854 1.303
C -0.567 0.478 0.591
C 0.885 0.983 0.645
C 1.074 0.599 -0.792
C 0.059 -0.898 -1.481
C -0.403 0.381 -0.953
H -0.989 -0.698 2.371
H -1.651 -1.371 0.855
H 0.071 -1.520 1.222
H -1.329 1.194 0.913
H 0.881 1.991 0.018
H 1.558 0.749 1.508
H 2.011 0.821 -1.286
H 0.238 -1.796 -0.910
H -0.028 -1.050 -2.568
H -1.015 0.996 -1.596

Summary:
- electronic energy (Ha) = -234.4442
- lowest unoccupied orbital energy (eV) = 1.153
- HOMO level (eV) = -7.46
- spin multiplicity = 1
- energy above the lowest of the compared OMol25 structures with the same formula, charge and spin (eV) = 4.309



Record 5
This record from the Open Molecules 2025 dataset describes C21H17N5OS in the gas phase at a distorted geometry. The level of theory is ωB97M-V/def2-TZVPD.

Positions of all 45 atoms, in Å:
C -1.442 -1.881 -2.643
C -1.073 -0.712 -1.732
N -1.435 -1.029 -0.488
C -1.265 -0.079 0.442
N -1.595 -0.377 1.709
C -1.365 0.601 2.618
S -1.200 -0.111 4.213
C -1.722 1.222 5.205
C -3.152 1.521 5.140
C -3.693 2.393 5.969
C -2.853 3.089 6.897
C -1.405 2.908 6.763
C -0.847 1.924 6.040
C -0.996 1.972 2.280
N -0.684 2.231 1.004
C -0.865 1.236 0.130
C -0.517 1.558 -1.218
C -0.564 0.540 -2.178
N -0.229 0.722 -3.494
C 0.906 0.122 -3.974
O 1.069 0.280 -5.144
N 1.672 -0.646 -3.153
C 2.596 -1.607 -3.557
C 2.867 -2.592 -2.562
C 3.749 -3.589 -2.810
C 4.405 -3.569 -4.097
C 4.305 -2.585 -5.055
C 3.376 -1.599 -4.761
H -1.738 -1.538 -3.617
H -2.293 -2.404 -2.268
H -0.544 -2.532 -2.734
H -3.719 1.119 4.310
H -4.744 2.716 5.901
H -3.350 3.816 7.491
H -0.771 3.483 7.395
H 0.228 1.871 5.985
H -1.122 2.744 2.980
H -0.066 2.569 -1.327
H -0.649 1.547 -3.937
H 1.441 -0.775 -2.116
H 2.330 -2.447 -1.613
H 4.117 -4.397 -2.113
H 5.014 -4.390 -4.346
H 4.693 -2.520 -6.053
H 3.128 -0.804 -5.481

Summary:
- electronic energy (Ha) = -1557.6108
- lowest unoccupied orbital energy (eV) = -0.798
- HOMO level (eV) = -8.32
- spin multiplicity = 1
- energy above the lowest of the compared OMol25 structures with the same formula, charge and spin (eV) = 1.942



Record 6
This record from the Open Molecules 2025 dataset describes C7H10 in the gas phase. The level of theory is ωB97M-V/def2-TZVPD.

Positions of all 17 atoms, in Å:
C -1.554 1.011 -0.463
C -0.411 0.908 -1.424
C 0.195 -0.490 -1.283
C 0.399 -0.215 0.246
C 1.514 -0.715 1.114
C 0.106 -1.104 1.458
C -0.149 1.201 0.037
H -2.046 0.084 -0.172
H -2.208 1.875 -0.529
H -0.329 1.584 -2.275
H 1.133 -0.628 -1.837
H -0.495 -1.292 -1.566
H 2.143 -1.508 0.717
H 2.023 -0.036 1.794
H -0.172 -2.153 1.354
H -0.314 -0.661 2.364
H 0.192 2.144 0.458

Summary:
- electronic energy (Ha) = -272.6257
- lowest unoccupied orbital energy (eV) = 1.193
- HOMO level (eV) = -9.35
- spin multiplicity = 1
- energy above the lowest of the compared OMol25 structures with the same formula, charge and spin (eV) = 2.513



- energy above the lowest of the compared OMol25 structures with the same formula, charge and spin of number 1 (H80O40)?
  9.856 eV



- What is the formula in the first record?
  H80O40